Entry 1:
C3H3ClN2OS | ωB97M-V/def2-TZVPD

```
! RIJCOSX wB97M-V def2-TZVPD def2/J DEFGRID3
* xyz 0 1
C -1.284 0.874 -0.333
C -1.947 0.267 0.689
C -1.629 -1.076 0.920
N -0.388 -0.169 -0.723
N -0.460 -1.178 0.211
O -2.062 -2.003 1.585
S -4.863 1.192 0.517
Cl -5.087 -0.019 -1.086
H -1.396 1.787 -1.018
H 0.518 0.001 -1.135
H 0.085 -1.919 -0.051
*
```

As for the LUMO energy (alpha / beta): -2.77 / -2.78 eV. The energy above the lowest of the compared OMol25 structures with the same formula, charge and spin is 5.519 eV. Its total energy is -1159.03744 a.u.

---

Entry 2:
C48H52BCl5N8O3RbS2 | ωB97M-V/def2-TZVPD

```
! RIJCOSX wB97M-V def2-TZVPD def2/J DEFGRID3
* xyz -1 1
Rb 0.259 -1.327 -0.266
C -1.438 5.836 1.348
C -1.536 4.422 0.844
C -2.625 3.653 1.055
C -2.705 2.316 0.526
C -3.782 1.468 0.533
N -4.999 1.532 1.100
C -5.428 2.406 2.177
C -4.668 2.184 3.487
C -4.792 0.759 4.039
N -3.922 -0.190 3.367
C -2.611 -0.110 3.223
C -1.644 0.672 3.835
C -1.764 1.454 5.023
C -0.679 1.997 5.632
C -0.788 2.794 6.904
C 0.603 1.795 5.032
C 0.802 1.112 3.874
C 2.149 1.088 3.281
N 2.351 0.852 2.060
C 3.670 1.041 1.499
C 3.794 2.486 0.987
C 2.498 3.020 0.381
N 2.059 2.172 -0.701
C 0.839 2.012 -1.002
C -0.358 2.602 -0.337
C -0.410 3.871 0.129
C -1.545 1.748 -0.198
O -1.579 0.603 -0.645
C -0.342 0.505 3.180
O -0.241 -0.105 2.116
H -2.339 6.122 1.891
H -1.300 6.534 0.520
H -0.585 5.953 2.021
H -3.454 4.073 1.610
H -3.620 0.557 -0.037
H -5.565 0.714 0.953
H -6.492 2.214 2.332
H -5.344 3.447 1.865
H -5.058 2.883 4.231
H -3.615 2.430 3.339
H -5.817 0.407 3.910
H -4.592 0.749 5.113
H -4.342 -0.947 2.840
H -2.217 -0.800 2.480
H -2.735 1.599 5.483
H -1.829 2.914 7.201
H -0.353 3.790 6.788
H -0.260 2.302 7.726
H 1.468 2.244 5.516
H 2.974 1.364 3.962
H 3.777 0.351 0.662
H 4.471 0.844 2.227
H 4.600 2.531 0.251
H 4.065 3.139 1.823
H 2.703 4.017 -0.028
H 1.750 3.134 1.174
H 0.634 1.338 -1.835
H 0.438 4.527 -0.026
Cl 0.850 2.830 -4.413
C -0.480 1.666 -4.388
C -0.227 0.403 -3.896
C -1.310 -0.445 -3.920
Cl -1.115 -2.060 -3.205
C -2.564 -0.118 -4.430
Cl -3.859 -1.273 -4.527
C -2.771 1.180 -4.891
Cl -4.322 1.655 -5.499
C -1.719 2.095 -4.856
Cl -1.988 3.723 -5.395
C 2.849 -2.759 2.096
N 1.683 -3.580 2.328
C 1.017 -3.717 3.534
C -0.033 -4.530 3.297
N -0.023 -4.889 1.971
B -1.080 -5.830 1.308
N -1.876 -5.056 0.208
C -1.969 -5.452 -1.105
C -2.791 -4.600 -1.753
N -3.196 -3.663 -0.820
C -4.019 -2.509 -1.087
C -2.633 -3.956 0.385
S -2.831 -3.039 1.800
C 1.035 -4.303 1.365
S 1.496 -4.386 -0.267
H 3.463 -2.744 2.997
H 2.567 -1.735 1.842
H 3.410 -3.182 1.265
H 1.342 -3.212 4.426
H -0.820 -4.860 3.949
H -0.528 -6.753 0.754
H -1.830 -6.183 2.192
H -1.413 -6.297 -1.467
H -3.087 -4.535 -2.785
H -4.600 -2.694 -1.985
H -3.405 -1.618 -1.242
H -4.679 -2.344 -0.235
C 6.993 -0.887 -6.758
C 5.815 -0.964 -5.826
C 5.966 -0.754 -4.462
C 4.895 -0.838 -3.579
C 5.136 -0.553 -2.122
C 3.629 -1.159 -4.092
C 2.439 -1.261 -3.221
O 2.450 -1.146 -2.014
C 3.451 -1.350 -5.473
C 2.090 -1.635 -6.065
C 4.547 -1.253 -6.316
H 7.856 -0.435 -6.268
H 6.752 -0.298 -7.644
H 7.282 -1.885 -7.096
H 6.948 -0.507 -4.071
H 6.181 -0.280 -1.966
H 4.891 -1.416 -1.502
H 4.492 0.259 -1.780
H 1.492 -1.448 -3.733
H 1.670 -2.566 -5.682
H 2.163 -1.718 -7.149
H 1.382 -0.838 -5.825
H 4.408 -1.398 -7.383
*
```

As for the LUMO energy: 1.32 eV. The energy above the lowest of the compared OMol25 structures with the same formula, charge and spin is 0.238 eV. Its total energy is -5670.49086 a.u.

---

Entry 3:
C4H8OS | ωB97M-V/def2-TZVPD

```
! RIJCOSX wB97M-V def2-TZVPD def2/J DEFGRID3
* xyz 0 1
C 1.412 0.466 0.275
C 0.001 -0.123 0.195
C -1.018 0.920 -0.188
O -0.320 -0.518 1.527
C -0.047 -1.251 -0.875
S -0.656 -2.688 -0.497
H 2.063 -0.372 0.590
H 1.725 0.786 -0.722
H 1.343 1.307 0.986
H -2.015 0.475 -0.234
H -0.979 1.747 0.524
H -0.811 1.372 -1.179
H -1.033 -1.170 1.429
H 0.336 -0.952 -1.831
*
```

As for the LUMO energy: -0.36 eV. The energy above the lowest of the compared OMol25 structures with the same formula, charge and spin is 0.754 eV. Its total energy is -630.60719 a.u.

---

Entry 4:
C43H54AsCl4GeN2O7P2S3SiTi | ωB97M-V/def2-TZVPD

```
! RIJCOSX wB97M-V def2-TZVPD def2/J DEFGRID3
* xyz -2 2
Ti -0.019 -0.799 0.195
S -2.907 2.638 1.748
C -2.002 1.455 1.036
S -1.970 -0.198 1.589
S -0.828 1.637 -0.191
N 1.067 -2.468 -4.344
C 1.680 -2.422 -2.951
C 3.025 -3.136 -2.988
P 0.449 -3.312 -1.850
O -0.885 -2.945 -2.593
O 0.834 -4.733 -1.861
O 0.355 -2.551 -0.518
P 1.854 -0.581 -2.648
O 3.365 -0.337 -2.214
O 1.659 0.017 -4.005
O 0.931 -0.189 -1.521
H 0.056 -2.646 -4.248
H 1.501 -3.184 -4.919
H 1.201 -1.508 -4.724
H 2.872 -4.191 -3.222
H 3.496 -3.087 -2.007
H 3.707 -2.669 -3.703
H -1.329 -2.081 -2.053
H 3.517 -0.546 -1.274
Cl 0.201 -2.311 2.220
Cl -2.082 -4.075 3.845
Ge -2.343 -3.229 1.816
Cl -1.813 -4.930 0.564
Cl -4.554 -3.359 1.831
C -5.444 0.460 -3.319
C -4.343 0.605 -2.249
C -5.009 0.857 -0.873
C -3.533 1.844 -2.655
Si -3.235 -0.956 -2.250
O -1.845 -1.048 -1.390
C -4.320 -2.484 -1.915
C -3.790 -3.755 -2.186
C -4.539 -4.912 -2.013
C -5.853 -4.836 -1.573
C -6.401 -3.594 -1.286
C -5.639 -2.443 -1.446
C -2.752 -1.083 -4.099
C -3.442 -1.851 -5.044
C -3.072 -1.863 -6.385
C -1.998 -1.096 -6.821
C -1.301 -0.315 -5.904
C -1.674 -0.318 -4.564
H -6.094 1.344 -3.272
H -6.070 -0.423 -3.177
H -5.027 0.410 -4.327
H -5.076 1.929 -0.671
H -4.471 0.417 -0.031
H -6.025 0.460 -0.846
H -4.210 2.707 -2.712
H -3.072 1.720 -3.639
H -2.748 2.082 -1.942
H -2.766 -3.850 -2.530
H -4.083 -5.877 -2.205
H -6.437 -5.738 -1.433
H -7.417 -3.521 -0.914
H -6.083 -1.500 -1.176
H -4.284 -2.459 -4.726
H -3.624 -2.472 -7.093
H -1.712 -1.098 -7.867
H -0.465 0.299 -6.226
H -1.115 0.298 -3.865
C 3.889 -0.484 7.633
C 3.223 0.072 6.400
C 1.909 -0.241 6.092
C 1.277 0.255 4.956
C -0.205 -0.037 4.827
C 2.000 1.057 4.038
As 0.911 1.393 2.382
N 1.499 0.080 1.137
C 2.810 -0.406 1.099
C 3.137 -1.679 0.600
C 4.454 -2.131 0.569
C 5.502 -1.342 1.016
C 5.194 -0.081 1.519
C 3.886 0.362 1.564
C 1.553 3.185 1.827
C 2.144 3.554 0.610
C 2.596 2.577 -0.445
C 2.334 4.910 0.330
C 1.942 5.912 1.200
C 2.143 7.368 0.867
C 1.324 5.531 2.383
C 1.106 4.197 2.701
C 0.355 3.902 3.981
C 3.282 1.495 4.426
C 4.092 2.593 3.762
C 3.871 0.975 5.579
H 3.455 -1.445 7.914
H 3.771 0.192 8.485
H 4.959 -0.626 7.472
H 1.342 -0.884 6.760
H -0.572 -0.469 5.760
H -0.427 -0.738 4.028
H -0.776 0.868 4.617
H 2.351 -2.358 0.300
H 4.649 -3.132 0.198
H 6.523 -1.700 0.988
H 5.984 0.572 1.876
H 3.669 1.346 1.935
H 1.824 1.848 -0.676
H 3.481 2.022 -0.136
H 2.846 3.109 -1.364
H 2.792 5.180 -0.618
H 2.651 7.484 -0.091
H 2.742 7.871 1.630
H 1.187 7.893 0.806
H 0.975 6.295 3.073
H 0.183 4.826 4.535
H 0.890 3.211 4.632
H -0.618 3.454 3.756
H 3.561 3.108 2.969
H 5.032 2.207 3.360
H 4.350 3.340 4.517
H 4.875 1.307 5.838
*
```

As for the LUMO energy (alpha / beta): 3.88 / 2.91 eV. The energy above the lowest of the compared OMol25 structures with the same formula, charge and spin is 0.491 eV. The expectation value of S² is 0.75. Its total energy is -11477.54460 a.u.

---

Entry 5:
C32H88As5F30N6O6 | ωB97M-V/def2-TZVPD

```
! RIJCOSX wB97M-V def2-TZVPD def2/J DEFGRID3
* xyz 1 1
C 3.043 2.749 3.288
C 3.715 3.821 4.074
N 2.995 4.076 5.388
C 1.509 4.415 5.210
C 3.027 2.805 6.229
C 2.653 2.986 7.716
C 3.671 5.207 6.166
C 3.867 6.513 5.443
O 2.702 6.897 4.752
C 2.811 8.136 4.034
H 3.629 2.671 2.366
H 2.052 3.005 2.909
H 3.071 1.733 3.682
H 3.821 4.792 3.591
H 4.731 3.481 4.285
H 1.445 5.040 4.327
H 1.168 4.970 6.080
H 0.920 3.501 5.165
H 4.048 2.423 6.233
H 2.410 2.019 5.795
H 1.735 3.541 7.905
H 3.496 3.454 8.226
H 2.563 2.022 8.214
H 4.655 4.807 6.418
H 3.117 5.372 7.085
H 4.746 6.735 4.830
H 4.048 7.174 6.305
H 1.965 8.772 4.284
H 2.784 8.007 2.950
H 3.763 8.628 4.239
C 7.263 5.309 -2.584
C 5.898 5.536 -1.921
N 4.827 4.521 -2.396
C 3.565 5.009 -1.728
C 4.650 4.429 -3.914
C 4.432 5.844 -4.521
C 5.351 3.203 -1.815
C 4.350 2.064 -1.885
O 3.110 2.314 -1.300
C 2.073 1.445 -1.679
H 7.759 6.275 -2.501
H 7.177 5.004 -3.622
H 7.792 4.592 -1.960
H 5.529 6.536 -2.145
H 5.921 5.518 -0.833
H 3.413 6.071 -1.893
H 3.663 4.736 -0.680
H 2.734 4.412 -2.092
H 3.712 3.887 -4.015
H 5.488 3.912 -4.369
H 3.486 6.343 -4.329
H 4.546 5.728 -5.600
H 5.263 6.510 -4.286
H 5.482 3.350 -0.742
H 6.283 3.009 -2.335
H 4.767 1.213 -1.332
H 4.140 1.774 -2.924
H 1.129 1.939 -1.463
H 2.041 0.516 -1.100
H 2.253 0.989 -2.660
C 0.754 0.262 1.607
C -0.146 -0.887 1.145
C -0.278 -0.960 -0.366
O -1.227 -1.898 -0.862
C -1.350 -1.741 -2.266
N 0.328 -2.260 1.539
H 1.024 -2.175 2.286
H -0.445 -2.862 1.835
H 0.791 -2.665 0.719
H 1.340 -0.029 2.484
H 0.253 1.168 1.944
H 1.621 0.618 1.044
H -1.073 -0.812 1.715
H 0.707 -1.016 -0.839
H -0.651 0.005 -0.742
H -1.965 -0.875 -2.528
H -1.689 -2.677 -2.708
H -0.383 -1.601 -2.758
C -4.992 -3.439 0.790
C -3.959 -4.418 0.335
C -2.897 -4.817 1.370
O -2.112 -5.941 1.000
C -1.204 -5.486 -0.014
N -4.554 -5.613 -0.351
H -5.322 -5.958 0.226
H -4.983 -5.293 -1.219
H -3.822 -6.330 -0.401
H -5.703 -3.939 1.463
H -5.587 -3.024 -0.025
H -4.607 -2.701 1.493
H -3.392 -3.956 -0.476
H -3.374 -5.030 2.335
H -2.221 -4.038 1.728
H -1.755 -4.996 -0.818
H -0.769 -6.382 -0.460
H -0.392 -4.897 0.405
C -1.730 -3.986 -7.029
C -0.731 -3.860 -5.904
C -0.557 -2.408 -5.360
O -1.772 -1.850 -4.883
C -1.727 -0.431 -4.724
N -1.248 -4.778 -4.825
H -1.356 -5.689 -5.274
H -0.654 -4.985 -4.023
H -2.154 -4.418 -4.525
H -2.760 -3.696 -6.843
H -1.572 -4.930 -7.556
H -1.395 -3.319 -7.831
H 0.249 -4.211 -6.222
H -0.202 -1.677 -6.089
H 0.177 -2.539 -4.563
H -1.611 0.043 -5.703
H -0.941 -0.165 -4.019
H -2.729 -0.108 -4.443
C -9.290 2.238 -0.628
C -8.758 0.968 -1.267
C -7.681 1.050 -2.349
O -7.169 -0.240 -2.524
C -5.912 -0.292 -3.182
N -8.421 -0.071 -0.201
H -7.506 -0.526 -0.304
H -8.380 0.223 0.776
H -9.079 -0.842 -0.297
H -8.551 2.776 -0.032
H -10.152 2.198 0.039
H -9.623 2.825 -1.485
H -9.588 0.418 -1.714
H -6.930 1.793 -2.051
H -8.038 1.402 -3.321
H -5.091 0.064 -2.548
H -5.834 0.327 -4.078
H -5.553 -1.279 -3.468
As -5.339 -5.208 -4.484
F -6.564 -4.703 -3.328
F -4.203 -4.027 -3.816
F -3.978 -5.759 -5.497
F -6.422 -6.399 -5.166
F -5.802 -4.041 -5.695
F -4.768 -6.409 -3.274
As 4.296 -1.542 2.894
F 5.005 -2.867 3.784
F 4.619 -2.458 1.448
F 3.707 -0.250 1.831
F 4.005 -0.514 4.329
F 5.909 -0.834 2.805
F 2.710 -2.304 3.086
As -1.008 -0.354 5.210
F -2.768 -0.309 5.444
F -1.204 -1.716 4.107
F 0.752 -0.454 5.062
F -0.804 1.106 6.158
F -0.952 -1.369 6.620
F -1.140 0.679 3.783
As 0.257 -5.453 3.600
F 1.310 -6.567 4.382
F 1.452 -5.162 2.361
F -0.846 -4.414 2.624
F -0.996 -5.578 4.861
F 0.795 -3.951 4.393
F -0.589 -6.741 2.738
As 1.822 -3.920 -2.142
F 2.118 -5.641 -1.920
F 1.899 -3.720 -0.379
F 1.519 -2.184 -2.430
F 1.650 -4.229 -3.870
F 0.087 -4.172 -1.934
F 3.514 -3.639 -2.326
*
```

As for the LUMO energy: -3.21 eV. Its total energy is -16226.96368 a.u.

---

Entry 6:
C4H14N2O | ωB97M-V/def2-TZVPD

```
! RIJCOSX wB97M-V def2-TZVPD def2/J DEFGRID3
* xyz 1 2
C -0.046 0.079 -2.506
N 0.555 0.916 -1.418
C 1.619 0.084 -0.654
O 2.710 -0.080 -1.343
H 0.776 -0.434 -3.004
H -0.532 0.697 -3.252
H -0.686 -0.683 -2.070
H 1.034 1.693 -1.885
H 1.095 -0.842 -0.408
H 1.762 0.634 0.292
C -0.146 -1.082 2.183
C -0.717 0.282 1.806
N -1.634 0.234 0.648
H 0.071 -1.112 3.249
H -0.900 -1.856 2.014
H 0.747 -1.365 1.629
H -1.180 0.725 2.684
H 0.089 0.965 1.512
H -0.231 1.173 -0.786
H -2.507 0.699 0.865
H -1.883 -0.726 0.443
*
```

As for the LUMO energy (alpha / beta): -2.93 / -6.87 eV. The energy above the lowest of the compared OMol25 structures with the same formula, charge and spin is 0.701 eV. The expectation value of S² is 0.75. Its total energy is -345.21831 a.u.

---

total energy of number 3 (C4H8OS)? -630.60719 a.u.

---

Which formula does entry 2 have? C48H52BCl5N8O3RbS2

---

total energy of number 1 (C3H3ClN2OS)? -1159.03744 a.u.